[1]
4 unconnected molecules or ions with the total composition C30H36BrClN4OP. Source: OMol25; level of theory: wB97M-V/def2-TZVPD.

Values from the calculation:
* calculated total energy: -4833.7780 Ha
* maximum force: 8.9 eV/Å
* molecular weight: 615.0 g mol⁻¹
* E_LUMO: -4.62 eV
* frontier orbital gap: 6.6 eV
* highest occupied orbital energy: -11.22 eV

The geometry in ORCA input format:
```
! RIJCOSX wB97M-V def2-TZVPD def2/J DEFGRID3
* xyz 1 1
C 2.73695 3.05514 1.76114
C 3.11540 1.91861 1.03936
C 3.44191 0.82059 -0.17976
C 2.85240 1.26336 -1.63817
C 1.26482 1.01514 -1.90615
C 0.21686 1.75933 -0.88857
C -0.07542 0.91112 0.52647
C 0.55726 -0.55023 0.90527
C -1.10132 1.52735 1.69752
Br -1.47761 0.59649 3.45245
C -1.78230 2.96640 1.32215
C -1.45513 3.70070 -0.14458
P -2.44069 5.34304 -0.35048
C -1.77191 6.73293 0.77833
O -4.07107 4.92543 0.20935
N -0.49054 3.10540 -1.18997
C -0.27655 3.81808 -2.54213
Cl 1.49695 4.29062 -2.86871
C -0.96953 2.96248 -3.80554
C -1.75640 4.04663 -4.80272
H 2.60424 4.08315 2.35272
H 4.63193 0.87108 -0.28483
H 3.21471 -0.28231 0.14471
H 3.24882 2.34643 -1.84465
H 3.42332 0.57269 -2.43067
H 1.09622 1.28924 -3.05756
H 1.10213 -0.16794 -1.88600
H 1.43636 -0.42473 1.67744
H -0.27259 -1.20017 1.46647
H 0.91512 -1.20266 0.00775
H -2.51522 3.43493 2.12828
H -0.98249 7.45057 0.24445
H -2.70186 7.44232 1.01514
H -1.37386 6.31438 1.80140
H -4.62352 4.76156 -0.61532
H -0.84304 4.85920 -2.60497
H -0.17930 2.40039 -4.45974
H -1.79863 2.26885 -3.34094
H -2.34218 4.87562 -4.18848
H -0.95027 4.59066 -5.47699
H -2.55555 3.48149 -5.44349
N -2.64350 -4.60145 6.70147
C -1.33759 -4.37817 6.43669
C -0.87545 -3.30982 5.68489
C -1.80783 -2.41626 5.16844
C -3.16022 -2.62053 5.42229
C -3.52504 -3.71605 6.18822
H -0.64943 -5.10479 6.85873
H 0.18561 -3.17793 5.50600
H -1.48345 -1.56760 4.57330
H -3.91168 -1.94264 5.03366
H -4.56799 -3.91644 6.41714
N 4.83868 -1.25792 -3.38756
C 4.78724 -1.90073 -4.57479
C 5.70152 -2.86422 -4.96966
C 6.73524 -3.18748 -4.09707
C 6.81609 -2.54130 -2.86782
C 5.85245 -1.59419 -2.56074
H 3.96440 -1.61137 -5.22199
H 5.61010 -3.35041 -5.93429
H 7.47165 -3.93685 -4.37238
H 7.60984 -2.77025 -2.16583
H 5.87025 -1.06502 -1.61207
N -3.62759 -3.29469 2.12531
C -3.18355 -4.53963 2.40515
C -3.17176 -5.57794 1.48759
C -3.64757 -5.32807 0.20476
C -4.11333 -4.05643 -0.11325
C -4.08177 -3.08184 0.87117
H -2.82557 -4.68558 3.42014
H -2.80103 -6.55774 1.76654
H -3.65521 -6.11751 -0.54114
H -4.49102 -3.82978 -1.10383
H -4.43091 -2.07272 0.67094
*
```

Mulliken analysis output, partial charges in e: -0.443 -0.258 -0.328 -0.181 -0.331 0.332 0.430 -1.303 -0.036 0.023 -0.417 0.308 0.163 -0.879 -0.546 0.473 -0.231 -0.129 -0.253 -1.043 0.331 0.328 0.254 0.159 0.170 -0.069 0.456 0.279 0.355 0.262 0.278 0.313 0.316 0.268 0.348 0.264 0.293 0.240 0.282 0.273 0.349 -0.586 -0.244 -0.588 0.567 -0.100 -0.314 0.370 0.361 -0.200 0.298 0.365 -0.250 -0.145 -0.632 -0.099 -0.748 0.102 0.362 0.359 0.379 0.361 0.256 -0.215 0.282 -0.774 -0.174 -0.442 -0.299 0.155 0.376 0.375 0.369 0.372


[2]
A molecular structure, C30H36CrN9O7S. Source: OMol25; level of theory: wB97M-V/def2-TZVPD.

Values from the calculation:
* calculated total energy: -3626.9490 Ha
* maximum force: 1.2 eV/Å
* molecular weight: 718.7 g mol⁻¹
* E_LUMO (spin up / spin down): -0.64 / -0.12 eV
* frontier orbital gap (spin up / spin down): 7.2 / 7.7 eV
* highest occupied orbital energy (spin up / spin down): -7.85 / -7.87 eV

The geometry in ORCA input format:
```
! RIJCOSX wB97M-V def2-TZVPD def2/J DEFGRID3
* xyz 0 2
Cr 1.41332 1.19606 0.24379
C -1.03444 2.42817 2.88886
N -1.46222 1.24735 2.18806
C -2.26733 1.41724 1.01644
C -1.65778 1.49245 -0.36179
N -0.44961 1.23343 -0.81581
C -0.57943 1.19478 -2.22604
C 0.31118 0.82771 -3.23123
C -0.12590 0.86299 -4.54090
C -1.43382 1.24385 -4.87314
C -2.34345 1.56615 -3.88466
C -1.88222 1.51348 -2.57478
N -2.53518 1.70234 -1.36601
C 0.14497 3.22823 2.40254
N 0.90625 3.10361 1.33562
C 1.93389 4.08067 1.51069
C 3.10769 4.34749 0.80371
C 3.91409 5.38304 1.23763
C 3.59218 6.14841 2.36439
C 2.46040 5.86659 3.10465
C 1.67030 4.81603 2.65969
N 0.51720 4.26032 3.18316
H -0.76183 2.13265 3.90453
H -1.87852 3.11554 2.97141
H -0.69533 0.59173 2.07843
H -2.89467 2.30238 1.13829
H -2.95840 0.57009 0.94558
H 1.30622 0.48232 -2.99985
H 0.55707 0.57491 -5.33248
H -1.74134 1.25917 -5.91235
H -3.37092 1.82527 -4.11385
H -3.51840 1.86951 -1.24345
H 3.41994 3.74109 -0.02983
H 4.83256 5.59247 0.70234
H 4.24827 6.95332 2.67127
H 2.21094 6.42326 4.00084
H 0.15166 4.42753 4.10456
C 3.85048 2.32236 -3.02038
C 3.13658 1.62202 -1.91699
N 2.17222 2.19821 -1.24645
O 1.77035 3.43584 -1.74076
C 3.35283 0.26143 -1.56729
C 4.42214 -0.64693 -2.05486
N 2.44570 -0.19318 -0.68052
O 2.46342 -1.37732 -0.31772
H 3.18656 3.03091 -3.50874
H 4.22478 1.60868 -3.74989
H 4.69905 2.88105 -2.61694
H 1.17582 3.77334 -1.05625
H 5.10647 -0.13374 -2.72828
H 3.99680 -1.51495 -2.56514
H 4.98376 -1.03421 -1.20042
C -5.21073 -5.04419 2.15683
C -4.37765 -5.84530 1.16013
N -3.13921 -5.18724 0.74325
C -1.89817 -5.53565 1.43831
C -1.85565 -5.07027 2.88952
C -3.24639 -4.20946 -0.19526
O -4.33000 -3.80952 -0.60058
C -1.98571 -3.63013 -0.77350
C -1.08693 -4.40011 -1.49540
C -0.01496 -3.77742 -2.11110
C 0.11726 -2.40292 -1.98214
N -0.73988 -1.64799 -1.29212
C -1.76775 -2.26435 -0.71235
H -6.11684 -5.59911 2.41064
H -5.50050 -4.09296 1.71148
H -4.66213 -4.84714 3.07983
H -4.97300 -6.01474 0.26464
H -4.10026 -6.81489 1.57582
H -1.06702 -5.09225 0.90104
H -1.77807 -6.61993 1.39538
H -2.08405 -4.00502 2.95727
H -0.85521 -5.23156 3.29710
H -2.56346 -5.61970 3.51244
H -1.22566 -5.47385 -1.57017
H 0.71156 -4.34443 -2.67833
H 0.94949 -1.88489 -2.44964
H -2.45928 -1.63908 -0.15091
O 3.00738 -0.59072 3.06031
S 2.27574 0.54706 2.60593
O 1.92011 1.51457 3.62787
O 0.98381 0.14208 1.83144
O 2.97884 1.23600 1.41263
*
```

Mulliken analysis output, partial charges in e: -0.304 -1.844 -0.200 -1.757 0.120 1.168 -0.309 0.191 -1.394 -0.573 -1.198 0.849 -0.045 0.479 0.944 0.287 -0.116 -1.104 -0.425 -1.209 0.500 -0.025 0.533 0.612 0.449 0.579 0.459 0.453 0.474 0.406 0.435 0.291 0.318 0.430 0.380 0.406 0.301 -2.139 -0.243 1.278 -0.611 0.389 -1.616 1.642 -0.790 0.403 0.509 0.333 0.429 0.468 0.255 0.336 -1.052 -0.708 0.207 -0.473 -1.293 0.357 -0.648 -0.111 0.226 -1.228 0.109 0.404 -1.024 0.370 0.290 0.268 0.371 0.404 0.369 0.331 0.337 0.399 0.326 0.518 0.465 0.098 0.568 -0.734 1.591 -0.709 -0.700 -0.534


[3]
5 unconnected molecules or ions with the total composition C30H36F7N2O23S5. Source: OMol25; level of theory: wB97M-V/def2-TZVPD.

Values from the calculation:
* calculated total energy: -5694.3868 Ha
* maximum force: 0.6 eV/Å
* molecular weight: 1085.9 g mol⁻¹
* E_LUMO: -5.84 eV
* frontier orbital gap: 6.2 eV
* highest occupied orbital energy: -12.01 eV

The geometry in ORCA input format:
```
! RIJCOSX wB97M-V def2-TZVPD def2/J DEFGRID3
* xyz 1 1
O 6.61137 -2.67397 -1.13196
C 5.50775 -2.29787 -1.34771
O 4.94290 -2.33901 -2.58477
C 4.15254 -1.20545 -2.94773
C 2.68158 -1.56482 -3.08339
C 2.12718 -2.18953 -1.80692
C 0.63839 -2.58502 -1.85766
N -0.14348 -1.90092 -2.92324
N -0.37218 -2.67049 -3.96435
C -1.07185 -2.15367 -4.95160
C -1.59010 -0.85118 -4.91410
S -2.53144 -0.36826 -6.36050
O -2.27317 0.98418 -6.67695
O -2.41319 -1.42530 -7.29430
F -3.93822 -0.45245 -5.70317
C -1.37326 -0.04885 -3.80680
C -1.98077 1.31357 -3.64166
C -2.88562 1.44547 -2.38127
C -4.35588 1.57090 -2.72838
C -4.81046 2.35124 -3.78863
C -6.16385 2.43743 -4.06866
C -7.08096 1.75176 -3.28748
C -6.64018 0.97911 -2.22563
C -5.28488 0.88760 -1.95432
C -0.56983 -0.63798 -2.80629
C -0.21419 0.09781 -1.51179
O -0.68608 -0.28413 -0.48755
C 0.81183 1.25985 -1.62733
F 2.01122 0.79545 -1.22775
F 0.91681 1.54601 -2.94634
C 0.46613 2.58343 -0.84731
F 0.25993 3.54282 -1.77129
F -0.67116 2.41415 -0.16034
C 1.56607 3.15309 0.10757
F 1.94218 2.25532 1.04562
F 0.96874 4.18161 0.72938
C 2.80693 3.71263 -0.64732
O 2.76914 4.80710 -1.10830
O 3.83147 2.84599 -0.80048
H 4.83447 -1.93930 -0.55063
H 4.29704 -0.39297 -2.22939
H 4.54089 -0.85609 -3.90308
H 2.59529 -2.29427 -3.89299
H 2.15988 -0.64843 -3.36979
H 2.31050 -1.57795 -0.92374
H 2.67220 -3.12000 -1.65189
H 0.12194 -2.43159 -0.91589
H 0.55644 -3.64192 -2.08953
H -1.24879 -2.78233 -5.81316
H -2.61630 1.49597 -4.50020
H -1.21174 2.08402 -3.70109
H -2.79090 0.55771 -1.75612
H -2.57482 2.31307 -1.80037
H -4.10228 2.89478 -4.40296
H -6.49368 3.04213 -4.90175
H -8.13402 1.82447 -3.51916
H -7.36829 0.45797 -1.62021
H -4.95235 0.27755 -1.12255
H 4.25041 2.64265 0.04908
C 0.67381 -0.31190 2.69847
C -0.05245 -0.80615 3.92932
O 0.16460 -2.23369 3.88832
S 1.59105 -2.55901 3.26255
O 2.53920 -2.79361 4.28671
O 1.40741 -3.49097 2.20373
O 1.86508 -1.11375 2.63446
H 0.10786 -0.49306 1.78566
H 0.94547 0.73739 2.76263
H -1.11876 -0.60573 3.91787
H 0.37669 -0.40239 4.84557
C 1.25224 -0.45116 8.73268
C 0.12372 -1.43938 8.93750
O -1.06270 -0.61885 8.87161
S -0.84477 0.57344 7.85019
O -1.39911 0.23794 6.58176
O -1.19157 1.79363 8.47792
O 0.74342 0.44900 7.72856
H 1.46856 0.12065 9.63581
H 2.16069 -0.92016 8.36636
H 0.15589 -1.94277 9.89757
H 0.08623 -2.18105 8.14173
C 3.37776 5.07464 -4.71089
C 2.23455 5.79449 -4.02417
O 2.02513 6.95443 -4.83743
S 2.31448 6.60861 -6.37239
O 1.09884 6.28603 -7.02781
O 3.19963 7.58263 -6.89036
O 3.10474 5.23816 -6.10655
H 4.34030 5.53247 -4.47720
H 3.41250 4.01282 -4.47941
H 2.47455 6.09833 -3.01362
H 1.31848 5.19715 -4.02795
C -1.10350 -6.90564 6.58346
C -1.45221 -5.50879 6.10807
O -1.95962 -4.86415 7.28621
S -1.19566 -5.41137 8.57900
O -0.14239 -4.51895 8.91736
O -2.15715 -5.79921 9.54088
O -0.54838 -6.69563 7.89009
H -1.98852 -7.53692 6.67482
H -0.36288 -7.39475 5.95752
H -2.21982 -5.49905 5.34008
H -0.57068 -4.96676 5.75947
*
```

Atom charges from the Mulliken analysis, given in e for atoms 1 to 99: -0.430 0.251 -0.418 -0.879 -0.158 0.023 -1.623 1.192 -1.269 -0.683 0.445 1.227 -0.487 -0.599 -0.173 0.771 -0.470 -0.295 0.334 -0.102 -0.873 -0.501 -0.699 -0.573 0.594 -1.047 -0.620 1.227 -0.154 -0.334 0.436 -0.211 -0.267 0.930 -0.187 -0.295 -0.024 -0.451 -0.429 0.263 0.402 0.406 0.451 0.031 -0.047 0.853 0.577 0.421 0.655 0.407 0.110 0.324 0.363 0.521 0.427 0.409 0.414 0.395 0.381 0.268 -0.391 -0.267 1.108 -0.576 -0.563 -0.261 -0.103 0.234 0.339 0.243 -0.289 -0.131 -0.294 1.077 -0.522 -0.545 -0.339 0.298 0.313 0.301 0.145 -0.217 -0.124 -0.355 1.078 -0.533 -0.511 -0.358 0.340 0.223 0.299 0.186 -0.334 -0.198 -0.309 1.096 -0.522 -0.539 -0.312


> Among the records above, which one has the lowest molecular weight?

C30H36BrClN4OP


> Which of these has the highest molecular weight?

C30H36F7N2O23S5


> The highest maximum force belongs to which entry?

C30H36BrClN4OP


> Number 2 is which compound?

C30H36CrN9O7S